No. 1
Computed, not measured: a cluster of 2 separate species, C4H6N2O2 in total, with wB97M-V/def2-TZVPD.

Properties
F_max   5.2 eV/Å
Kohn-Sham gap   0.28193 Ha
SMILES string   C=C=C=N.NC(=O)O
LUMO level   -0.75 eV

Element x y z (Å)
C (-0.750, 0.218, 0.899)
C (0.507, -0.697, -1.328)
C (0.576, 0.537, -0.818)
N (-0.364, -1.144, 1.155)
C (1.144, 1.662, -1.229)
O (-0.446, 0.973, 2.049)
N (0.499, -1.877, -1.538)
O (-1.850, 0.436, 0.363)
H (-1.269, 1.406, 2.314)
H (-0.900, -1.835, 0.636)
H (0.134, -1.326, 2.015)
H (-0.176, -2.599, -1.736)
H (1.488, 2.401, -0.519)
H (1.406, 1.846, -2.263)

Quick look at the Löwdin charges, all values in e: number 1, C, carries -0.65; number 2, C, carries -0.14; number 3, C, carries -0.13; number 4, N, carries 0.09; number 5, C, carries 0.07; number 6, O, carries 0.03; number 7, N, carries 0.22; number 8, O, carries -0.01; number 9, H, carries 0.11; number 10, H, carries 0.09; number 11, H, carries 0.09; number 12, H, carries 0.11; number 13, H, carries 0.07; number 14, H, carries 0.07

No. 2
Computed, not measured: a structure of composition C36H35CaN6S5, with wB97M-V/def2-TZVPD.

Properties
Net charge   -1
F_max   1.4 eV/Å
Kohn-Sham gap   0.18405 Ha
LUMO level   2.09 eV

Element x y z (Å)
Ca (-0.605, 0.317, -0.698)
C (-1.317, -2.848, -0.969)
N (-2.063, -1.600, -0.965)
C (-2.972, -1.514, 0.164)
C (-2.327, -1.164, 1.469)
C (-2.741, -1.792, 2.637)
C (-2.248, -1.347, 3.853)
C (-1.342, -0.299, 3.851)
C (-0.963, 0.245, 2.635)
N (-1.449, -0.168, 1.473)
C (-2.824, -1.497, -2.199)
C (-3.382, -0.112, -2.386)
C (-4.628, 0.115, -2.963)
C (-5.036, 1.427, -3.159)
C (-4.199, 2.451, -2.756)
C (-2.991, 2.122, -2.153)
N (-2.588, 0.874, -1.996)
C (-0.500, -3.031, 0.279)
C (-0.628, -4.174, 1.057)
C (0.115, -4.281, 2.225)
C (0.959, -3.232, 2.565)
C (1.041, -2.144, 1.711)
N (0.343, -2.047, 0.587)
H (-0.639, -2.812, -1.828)
H (-2.001, -3.712, -1.087)
H (-3.561, -2.442, 0.280)
H (-3.662, -0.682, -0.027)
H (-3.449, -2.606, 2.587)
H (-2.572, -1.804, 4.776)
H (-0.943, 0.083, 4.776)
H (-0.247, 1.056, 2.596)
H (-3.638, -2.246, -2.225)
H (-2.141, -1.697, -3.032)
H (-5.266, -0.711, -3.253)
H (-5.994, 1.639, -3.616)
H (-4.485, 3.483, -2.880)
H (-2.304, 2.883, -1.807)
H (-1.301, -4.966, 0.763)
H (0.017, -5.150, 2.861)
H (1.538, -3.265, 3.475)
H (1.693, -1.310, 1.933)
C (4.535, -1.167, -2.439)
C (3.631, -1.695, -1.319)
C (3.834, -0.918, -0.042)
C (4.846, -1.287, 0.827)
C (5.054, -0.609, 2.014)
C (4.230, 0.453, 2.340)
C (3.212, 0.860, 1.489)
C (2.375, 2.050, 1.861)
C (3.084, 3.358, 1.500)
C (3.006, 0.175, 0.281)
N (1.957, 0.469, -0.581)
C (2.173, 1.138, -1.657)
C (1.291, 1.141, -2.753)
C (1.474, 1.767, -3.998)
C (0.423, 1.354, -4.797)
C (-0.348, 0.502, -4.004)
N (0.164, 0.362, -2.782)
H (4.416, -1.746, -3.354)
H (5.580, -1.217, -2.136)
H (4.288, -0.131, -2.656)
H (3.870, -2.748, -1.134)
H (2.580, -1.625, -1.621)
H (5.484, -2.122, 0.566)
H (5.849, -0.912, 2.681)
H (4.368, 0.975, 3.279)
H (2.185, 2.034, 2.939)
H (1.424, 2.018, 1.322)
H (4.104, 3.365, 1.884)
H (2.546, 4.204, 1.921)
H (3.108, 3.478, 0.420)
H (3.119, 1.686, -1.790)
H (2.282, 2.420, -4.274)
H (0.234, 1.633, -5.820)
H (-1.251, -0.014, -4.299)
S (-2.263, 5.420, 4.940)
C (-2.248, 4.494, 3.575)
S (-0.922, 4.449, 2.461)
C (-1.598, 3.296, 1.295)
C (-2.855, 2.844, 1.574)
S (-3.810, 1.768, 0.683)
S (-3.556, 3.464, 3.091)
S (-0.574, 2.974, -0.042)

Quick look at the Löwdin charges, all values in e: number 1, Ca, carries 1.16; number 2, C, carries -0.13; number 3, N, carries -0.25; number 4, C, carries -0.15; number 5, C, carries -0.32; number 6, C, carries -0.02; number 7, C, carries -0.05; number 8, C, carries -0.04; number 9, C, carries -0.12; number 10, N, carries -0.01; number 11, C, carries -0.14; number 12, C, carries -0.31; number 13, C, carries -0.02; number 14, C, carries -0.07; number 15, C, carries -0.06; number 16, C, carries -0.21; number 17, N, carries -0.02; number 18, C, carries -0.28; number 19, C, carries -0.03; number 20, C, carries -0.06; number 21, C, carries -0.04; number 22, C, carries -0.10; number 23, N, carries 0.11; number 24, H, carries 0.13; number 25, H, carries 0.13; number 26, H, carries 0.14; number 27, H, carries 0.07; number 28, H, carries 0.11; number 29, H, carries 0.10; number 30, H, carries 0.11; number 31, H, carries 0.10; number 32, H, carries 0.13; number 33, H, carries 0.12; number 34, H, carries 0.10; number 35, H, carries 0.10; number 36, H, carries 0.11; number 37, H, carries 0.04; number 38, H, carries 0.11; number 39, H, carries 0.10; number 40, H, carries 0.10; number 41, H, carries 0.11; number 42, C, carries -0.08; number 43, C, carries -0.20; number 44, C, carries -0.19; number 45, C, carries -0.06; number 46, C, carries -0.10; number 47, C, carries -0.06; number 48, C, carries -0.19; number 49, C, carries -0.23; number 50, C, carries -0.08; number 51, C, carries -0.22; number 52, N, carries 0.02; number 53, C, carries -0.13; number 54, C, carries -0.37; number 55, C, carries -0.06; number 56, C, carries -0.11; number 57, C, carries -0.21; number 58, N, carries -0.10; number 59, H, carries 0.07; number 60, H, carries 0.07; number 61, H, carries 0.06; number 62, H, carries 0.11; number 63, H, carries 0.10; number 64, H, carries 0.11; number 65, H, carries 0.09; number 66, H, carries 0.11; number 67, H, carries 0.11; number 68, H, carries 0.02; number 69, H, carries 0.07; number 70, H, carries 0.06; number 71, H, carries 0.07; number 72, H, carries 0.14; number 73, H, carries 0.09; number 74, H, carries 0.08; number 75, H, carries 0.09; number 76, S, carries 0.41; number 77, C, carries -1.55; number 78, S, carries 0.83; number 79, C, carries -1.17; number 80, C, carries -1.20; number 81, S, carries 0.54; number 82, S, carries 0.83; number 83, S, carries 0.46

No. 3
Computed, not measured: a cluster of 2 separate species, C3H13N4 in total, with wB97M-V/def2-TZVPD.

Properties
Net charge   +1
F_max   6.0 eV/Å
Kohn-Sham gap   0.36276 Ha
LUMO level   -2.96 eV

Element x y z (Å)
C (0.130, -2.823, -0.358)
C (0.082, -0.744, 1.016)
C (-0.026, -0.574, -1.396)
N (-0.558, 3.550, -0.164)
N (0.330, 2.587, 1.623)
N (-0.071, 2.496, 0.462)
N (0.533, -1.388, -0.256)
H (0.347, -3.592, 0.456)
H (-0.971, -3.020, -0.524)
H (0.489, -3.510, -1.210)
H (0.327, 0.203, 1.094)
H (-1.015, -0.887, 1.148)
H (0.394, -1.226, 1.951)
H (0.606, -0.563, -2.287)
H (-1.017, -1.008, -1.612)
H (-0.766, 4.418, 0.372)
H (-0.691, 3.396, -1.121)
H (-0.128, 0.510, -1.048)
H (0.361, 3.479, 2.141)
H (1.646, -1.304, -0.284)

Quick look at the Löwdin charges, all values in e: number 1, C, carries -0.06; number 2, C, carries -0.02; number 3, C, carries 0.00; number 4, N, carries 0.05; number 5, N, carries 0.03; number 6, N, carries -0.22; number 7, N, carries -0.21; number 8, H, carries 0.12; number 9, H, carries 0.12; number 10, H, carries 0.13; number 11, H, carries -0.02; number 12, H, carries 0.14; number 13, H, carries 0.12; number 14, H, carries 0.11; number 15, H, carries 0.11; number 16, H, carries 0.13; number 17, H, carries 0.07; number 18, H, carries 0.09; number 19, H, carries 0.06; number 20, H, carries 0.25

No. 4
Computed, not measured: an isolated molecule of C8H8N2P2, with wB97M-V/def2-TZVPD.

Properties
F_max   1.6 eV/Å
Kohn-Sham gap (spin up / spin down)   0.24988 / 0.25059 Ha
LUMO level (spin up / spin down)   -0.50 / -1.30 eV

Element x y z (Å)
C (-3.919, 0.213, -0.501)
C (-3.300, 0.948, 0.592)
C (4.183, -0.522, 0.334)
C (3.115, -1.275, -0.274)
C (-3.404, -0.614, -1.360)
C (-2.075, 1.496, 0.640)
C (4.049, 0.815, 0.250)
C (2.160, -0.521, -0.852)
N (0.394, 1.985, 0.289)
N (1.628, 2.059, 0.223)
P (-0.821, 1.514, -0.638)
P (2.647, 1.217, -0.807)
H (-5.007, 0.358, -0.496)
H (-3.955, 1.095, 1.444)
H (4.999, -1.019, 0.838)
H (3.091, -2.354, -0.234)
H (-3.682, -1.157, -2.228)
H (-1.759, 1.987, 1.552)
H (4.745, 1.548, 0.615)
H (1.295, -0.883, -1.383)

Quick look at the Löwdin charges, all values in e: number 1, C, carries -0.26; number 2, C, carries -0.22; number 3, C, carries -0.19; number 4, C, carries -0.18; number 5, C, carries 0.12; number 6, C, carries -0.37; number 7, C, carries -0.26; number 8, C, carries -0.28; number 9, N, carries -0.41; number 10, N, carries -0.29; number 11, P, carries 0.89; number 12, P, carries 0.89; number 13, H, carries 0.10; number 14, H, carries 0.09; number 15, H, carries 0.10; number 16, H, carries 0.10; number 17, H, carries 0.02; number 18, H, carries 0.05; number 19, H, carries 0.06; number 20, H, carries 0.04

> Which of these has the lowest F_max?

C36H35CaN6S5